Computed, not measured: one molecule with the formula C6H14O, with wB97M-V/def2-TZVPD.

Last column: Löwdin charge in e.
Atoms and positions in Å:
1 C -3.41140 -0.09891 0.45149  -0.11
2 C -2.13925 0.26761 -0.33402  -0.27
3 C -0.85615 0.17941 0.49828  -0.24
4 C 0.40072 0.15992 -0.36990  -0.23
5 C 1.68896 -0.12430 0.39938  -0.21
6 C 2.85131 -0.39099 -0.54061  -0.30
7 O 4.00006 -0.68224 0.23184  -0.07
8 H -3.80682 -1.07359 0.14353  0.07
9 H -4.20764 0.63968 0.31613  0.06
10 H -3.20918 -0.16875 1.52566  0.07
11 H -2.03692 -0.40181 -1.19788  0.10
12 H -2.22390 1.27815 -0.75358  0.11
13 H -0.81573 1.01889 1.20774  0.12
14 H -0.88144 -0.73509 1.10799  0.11
15 H 0.49239 1.11100 -0.91441  0.12
16 H 0.27007 -0.61785 -1.13734  0.11
17 H 1.94689 0.71277 1.06025  0.12
18 H 1.55821 -1.00547 1.04099  0.12
19 H 2.59233 -1.23605 -1.20074  0.12
20 H 3.01626 0.48774 -1.18643  0.12
21 H 4.72214 -0.88324 -0.37470  0.08

Values from the calculation:
orbital gap = 11.3 eV
structure (SMILES) = CCCCCCO
multiplicity = 1
lowest unoccupied orbital energy = 1.01 eV
E_HOMO = -10.29 eV

=====

Computed, not measured: As6CuF36 as an isolated structure at a distorted geometry, with wB97M-V/def2-TZVPD.

Last column: Löwdin charge in e.
Atoms and positions in Å:
1 Cu -13.92120 -13.36565 -0.34840  0.85
2 As -12.18416 -11.02203 1.00170  0.78
3 F -13.49345 -12.07332 1.60490  -0.27
4 F -11.79914 -12.35023 -0.10887  -0.26
5 F -10.90755 -10.03830 0.32893  -0.27
6 F -12.72886 -9.71741 2.01320  -0.26
7 F -11.07081 -11.69155 2.13932  -0.24
8 F -13.33828 -10.52021 -0.21712  -0.25
9 As -14.77815 -15.10463 2.96062  0.77
10 F -14.63505 -14.40313 1.33341  -0.26
11 F -13.15340 -14.57783 3.32026  -0.25
12 F -14.99311 -15.74507 4.59153  -0.31
13 F -16.41293 -15.59007 2.60941  -0.25
14 F -14.19687 -16.65688 2.46282  -0.24
15 F -15.34877 -13.54248 3.49796  -0.26
16 As -10.94648 -16.00546 -0.13491  0.79
17 F -11.71628 -17.04304 1.02777  -0.25
18 F -10.47842 -14.88848 1.10036  -0.25
19 F -10.02611 -15.05624 -1.28941  -0.27
20 F -11.51476 -17.03729 -1.39918  -0.25
21 F -12.41555 -14.97198 -0.38203  -0.28
22 F -9.43188 -16.91454 0.12176  -0.32
23 As -13.24115 -12.43873 -3.95601  0.78
24 F -12.88028 -10.84246 -3.34812  -0.26
25 F -13.51971 -13.05997 -2.28907  -0.27
26 F -13.66531 -13.97358 -4.60058  -0.23
27 F -12.89209 -11.84006 -5.57181  -0.30
28 F -11.57970 -12.92151 -3.72797  -0.25
29 F -14.91412 -11.95465 -4.03096  -0.25
30 As -17.28993 -11.45894 -0.33537  0.78
31 F -16.54219 -9.98166 -0.87301  -0.26
32 F -17.01244 -10.98865 1.30386  -0.25
33 F -18.09098 -12.91347 0.22964  -0.26
34 F -17.50666 -12.03391 -1.97496  -0.26
35 F -15.69024 -12.29876 -0.34131  -0.27
36 F -18.85040 -10.67365 -0.46018  -0.30
37 As -15.78346 -16.43621 -1.80696  0.78
38 F -14.39262 -16.82825 -2.76460  -0.25
39 F -16.54182 -17.96176 -2.25120  -0.30
40 F -17.15779 -15.98369 -0.84404  -0.25
41 F -15.00689 -14.86901 -1.31977  -0.29
42 F -16.45999 -15.61394 -3.19385  -0.26
43 F -15.07733 -17.15732 -0.39726  -0.24

Values from the calculation:
orbital gap (spin up / spin down) = 12.0 / 9.6 eV
net charge = -4
⟨S²⟩ = 0.751
multiplicity = 2
lowest unoccupied orbital energy (spin up / spin down) = 9.23 / 6.82 eV
E_HOMO (spin up / spin down) = -2.76 / -2.76 eV

=====

Computed, not measured: one molecule with the formula C4H6N2OS at a distorted geometry, with wB97M-V/def2-TZVPD.

Last column: Löwdin charge in e.
Atoms and positions in Å:
1 N 0.49721 1.94876 -0.11414  0.12
2 C 0.91098 0.65050 0.06429  -0.20
3 C 2.07148 0.05488 0.51066  -0.08
4 N 1.88207 -1.29511 0.64688  0.01
5 O 0.67186 -1.66933 0.25445  -0.03
6 C -0.04910 -0.64527 -0.09691  -0.24
7 C -1.50080 -0.69458 -0.61376  -0.52
8 S -2.74809 -0.56437 0.69118  0.70
9 H 0.96927 2.71295 -0.29288  0.03
10 H -0.33314 1.84676 -0.69380  0.09
11 H 3.05083 0.40968 0.70963  0.10
12 H -1.75629 0.19011 -1.28932  0.08
13 H -1.80719 -1.66458 -1.14315  0.09
14 H -1.85909 -1.28041 1.36687  -0.14

Values from the calculation:
orbital gap = 8.5 eV
structure (SMILES) = Nc1cnoc1CS
multiplicity = 1
lowest unoccupied orbital energy = 0.64 eV
E_HOMO = -7.90 eV

=====

So what do the calculations give for relative energy (zero: lowest compared OMol25 entry of this formula, charge and spin)? Going down the list: 46.72 70.05 477.16 kJ/mol.